Record 1
Computed, not measured: a cluster of 2 separate species, C2F2O4S in total, with ωB97M-V with the def2-TZVPD basis set.

Computed properties:
E_tot: -26532.295 eV
energy relative to the best compared isomer or geometry (same formula, charge and spin): 22.1 kcal per mole
maximum force: 3.8 eV/Å
Kohn-Sham gap: 5.5 eV
HOMO energy: 0.946 eV
M: 158.1 g mol⁻¹
LUMO energy: 6.48 eV

```
! RIJCOSX wB97M-V def2-TZVPD def2/J DEFGRID3
* xyz -2 1
O 2.59733 -0.33197 -0.32247
O 1.89870 1.28934 1.11036
S -1.96284 0.04941 -0.09329
F -0.07344 -0.70967 -1.57898
O -2.01421 1.25158 -0.99391
F 0.04897 -1.74513 0.37775
C -0.11854 -0.42011 -0.16493
C 1.86677 0.36385 0.28928
O -2.24274 0.25270 1.37619
*
```

=====

Record 2
Computed, not measured: a structure of composition C2F3FeMgNO4S2, with ωB97M-V with the def2-TZVPD basis set.

Computed properties:
E_tot: -81400.420 eV
energy relative to the best compared isomer or geometry (same formula, charge and spin): 9.2 kcal per mole
maximum force: 2.7 eV/Å
Kohn-Sham gap (spin up / spin down): 7.9 / 6.8 eV
HOMO energy (spin up / spin down): -13.472 / -13.603 eV
M: 303.3 g mol⁻¹
LUMO energy (spin up / spin down): -5.53 / -6.83 eV

```
! RIJCOSX wB97M-V def2-TZVPD def2/J DEFGRID3
* xyz 1 6
O 1.80283 -1.15375 2.47793
F -1.61069 0.31653 -2.80515
C -0.54689 0.90272 -2.28946
O -1.65755 1.52004 0.05180
F 0.54681 0.37093 -2.80304
O 0.28186 -0.09605 3.76560
Mg -0.91484 -1.89794 1.50202
S 0.56934 -1.93279 -0.41587
C 0.70233 -0.93363 3.00922
N -0.83610 -0.84496 -0.11720
S -0.57486 0.67821 -0.42785
Fe 1.99162 -0.23427 0.66939
O 0.82149 1.11094 -0.05279
F -0.57535 2.19403 -2.56461
*
```

=====

Record 3
Computed, not measured: the molecule C2F3NO, with ωB97M-V with the def2-TZVPD basis set.

Computed properties:
E_tot: -13755.957 eV
energy relative to the best compared isomer or geometry (same formula, charge and spin): 41.9 kcal per mole
maximum force: 7.8 eV/Å
Kohn-Sham gap (spin up / spin down): 7.1 / 7.8 eV
HOMO energy (spin up / spin down): -6.151 / -12.655 eV
M: 111.0 g mol⁻¹
LUMO energy (spin up / spin down): 0.99 / -4.89 eV

```
! RIJCOSX wB97M-V def2-TZVPD def2/J DEFGRID3
* xyz 0 3
F -1.56515 -0.66452 1.01795
N 2.94793 0.13092 -0.08461
F -1.26280 1.28229 0.08867
O 0.49811 -0.30701 -0.01832
C -1.00604 -0.01762 0.05063
F -1.43716 -0.41235 -1.13052
C 1.82512 -0.01172 0.07620
*
```

=====

Record 4
Computed, not measured: a structure of composition C2F3NO6PrS2, with ωB97M-V with the def2-TZVPD basis set.

Computed properties:
E_tot: -59740.430 eV
energy relative to the best compared isomer or geometry (same formula, charge and spin): 7.0 kcal per mole
maximum force: 2.3 eV/Å
Kohn-Sham gap (spin up / spin down): 6.0 / 7.9 eV
HOMO energy (spin up / spin down): -7.421 / -9.471 eV
M: 396.1 g mol⁻¹
LUMO energy (spin up / spin down): -1.39 / -1.52 eV

```
! RIJCOSX wB97M-V def2-TZVPD def2/J DEFGRID3
* xyz 0 4
F -3.49998 -1.83160 0.15352
Pr 1.08120 0.26634 -1.16018
C -2.39586 -2.51202 0.42637
S -1.16692 -1.39282 1.26849
S 1.49526 -2.14778 0.68250
F -2.69777 -3.52141 1.23225
O -1.88574 -0.96110 2.46867
C 5.28725 -0.00506 1.37919
O 5.68901 -0.94194 1.94426
O -0.95717 -0.32144 0.24085
F -1.89884 -2.99342 -0.70064
O 1.97134 -0.67566 0.86914
O 1.08618 -2.12780 -0.81389
N 0.08126 -2.27975 1.59196
O 5.15070 0.89109 0.64218
*
```

=====

Record 5
Computed, not measured: a structure of composition C2F3NO7S2Tl, with ωB97M-V with the def2-TZVPD basis set.

Computed properties:
E_tot: -52414.903 eV
maximum force: 3.2 eV/Å
Kohn-Sham gap: 8.1 eV
HOMO energy: -5.839 eV
M: 475.5 g mol⁻¹
LUMO energy: 2.25 eV

```
! RIJCOSX wB97M-V def2-TZVPD def2/J DEFGRID3
* xyz -1 1
N 0.92193 0.87928 -1.11774
F 3.26558 1.42017 0.51495
F 1.86899 0.36968 1.77887
O -5.14722 -0.16047 1.22774
S -0.64468 1.24670 -0.80173
O 2.94459 -0.75146 -1.58111
O -0.70885 2.38704 0.15433
S 1.78793 -0.35819 -0.76770
O -1.31453 1.45419 -2.09689
F 3.66827 -0.59622 1.12117
O 0.98877 -1.58377 -0.49495
O -3.58379 -1.72268 0.56173
C -4.26288 -0.88385 1.02732
Tl -1.19282 -2.04184 -0.15461
O -1.29707 0.09913 -0.13003
C 2.70580 0.24226 0.75865
*
```

=====

Record 6
Computed, not measured: a cluster of 2 separate species, C2F4O in total, with ωB97M-V with the def2-TZVPD basis set.

Computed properties:
E_tot: -14989.065 eV
energy relative to the best compared isomer or geometry (same formula, charge and spin): 45.4 kcal per mole
maximum force: 1.6 eV/Å
Kohn-Sham gap: 11.4 eV
HOMO energy: -11.358 eV
M: 116.0 g mol⁻¹
LUMO energy: 0.08 eV

```
! RIJCOSX wB97M-V def2-TZVPD def2/J DEFGRID3
* xyz 0 1
F 0.63510 0.44142 0.54298
C -1.77048 0.10370 -0.17371
F -2.50115 -0.87584 0.27001
F -2.52922 1.15751 0.05985
C 1.77725 -0.08042 0.09039
F 1.43817 -1.24378 -0.39162
O 2.82594 0.41761 0.06282
*
```

=====

Record 7
Computed, not measured: a structure of composition C2F6HgNO2S2, with ωB97M-V with the def2-TZVPD basis set.

Computed properties:
E_tot: -49796.922 eV
maximum force: 5.5 eV/Å
Kohn-Sham gap: 7.0 eV
HOMO energy: -14.155 eV
M: 448.7 g mol⁻¹
LUMO energy: -7.17 eV

```
! RIJCOSX wB97M-V def2-TZVPD def2/J DEFGRID3
* xyz 1 1
C -2.55336 0.33780 0.05926
N -0.07477 1.01235 0.64987
F -2.82281 1.24109 0.96887
F 2.24016 1.34763 -0.95848
S 1.18477 0.18096 1.19306
S -0.86896 0.65848 -0.72910
F -3.46448 0.35293 -0.88968
Hg -0.19918 -2.19614 -0.11402
F 3.67155 0.51289 0.41897
F 2.56948 -0.78623 -0.89996
O -0.60458 -0.75516 -1.29913
F -2.52953 -0.87607 0.62763
O 0.94529 -1.35118 1.14809
C 2.50642 0.32064 -0.17537
*
```

=====

Record 8
Computed, not measured: the molecule C2F6N2O3S, with ωB97M-V with the def2-TZVPD basis set.

Computed properties:
structure (SMILES): O=NN(C(F)(F)F)S(=O)(=O)C(F)(F)F
E_tot: -38332.515 eV
energy relative to the best compared isomer or geometry (same formula, charge and spin): 0.6 kcal per mole
maximum force: 4.7 eV/Å
Kohn-Sham gap: 10.2 eV
HOMO energy: -10.522 eV
M: 246.1 g mol⁻¹
LUMO energy: -0.31 eV

```
! RIJCOSX wB97M-V def2-TZVPD def2/J DEFGRID3
* xyz 0 1
F 2.42255 -1.20336 -0.30561
C 1.93546 -0.18403 0.25928
F 1.58810 -0.38829 1.54947
F -3.11698 -0.48909 0.65805
S -0.80695 -0.77096 -0.15219
F 2.82103 0.83680 0.18833
O 1.65511 1.15876 -2.14704
N 0.60458 0.78948 -1.72111
N 0.54351 0.24784 -0.52705
F -1.83655 0.46625 2.07307
C -2.05156 0.29444 0.80751
O -0.31298 -1.83595 0.67850
F -2.32483 1.45239 0.23734
O -1.51192 -1.14533 -1.34151
*
```

=====

Record 9
Computed, not measured: a structure of composition C2F6N3PTl, with ωB97M-V with the def2-TZVPD basis set.

Computed properties:
E_tot: -36834.226 eV
energy relative to the best compared isomer or geometry (same formula, charge and spin): 20.4 kcal per mole
maximum force: 0.8 eV/Å
Kohn-Sham gap (spin up / spin down): 10.5 / 6.5 eV
HOMO energy (spin up / spin down): -11.843 / -11.843 eV
M: 415.4 g mol⁻¹
LUMO energy (spin up / spin down): -1.37 / -5.30 eV

```
! RIJCOSX wB97M-V def2-TZVPD def2/J DEFGRID3
* xyz 0 2
N -4.80691 -2.68778 0.68730
P 3.35520 1.85713 -0.23480
F 1.85579 1.01728 -0.05564
N -6.23151 -3.32078 -1.20084
F 3.05678 1.88366 -1.81137
F 3.50927 1.74979 1.36125
F 4.73231 2.62829 -0.39779
F 4.04727 0.41677 -0.39302
C -3.68468 -2.08863 0.88585
N -2.68818 -1.56657 1.19379
C -5.51067 -2.99419 -0.32972
Tl -0.15386 -0.11177 0.35190
F 2.51918 3.21679 -0.05692
*
```

=====

Record 10
Computed, not measured: a structure of composition C2FLiO2Pd, with ωB97M-V with the def2-TZVPD basis set.

Computed properties:
E_tot: -12554.470 eV
energy relative to the best compared isomer or geometry (same formula, charge and spin): 71.1 kcal per mole
maximum force: 15.7 eV/Å
Kohn-Sham gap (spin up / spin down): 7.4 / 7.9 eV
HOMO energy (spin up / spin down): -12.168 / -14.929 eV
M: 188.4 g mol⁻¹
LUMO energy (spin up / spin down): -4.76 / -7.00 eV

```
! RIJCOSX wB97M-V def2-TZVPD def2/J DEFGRID3
* xyz 1 4
C -0.34236 -1.08337 -0.27816
F -1.66230 -1.09423 0.27142
Li -2.11382 0.85071 0.32186
O -0.41065 0.65002 -0.53547
C 0.67723 0.41696 0.13497
O 1.77779 0.90601 -0.27240
Pd 2.07411 -0.64611 0.35779
*
```